# 1
A 2-piece molecular cluster, C4H6FNO2 overall in a non-equilibrium geometry, computed with ωB97M-V/def2-TZVPD.

```
14
Properties=species:S:1:pos:R:3:forces:R:3
C 2.084 1.446 0.969 0.263 6.610 -10.858
C -1.355 -0.301 0.622 -0.620 0.433 -4.226
C -0.304 0.150 -1.611 -0.018 0.340 -1.637
C -0.374 -0.800 -0.418 1.118 1.474 0.554
N 1.937 1.115 2.073 -0.954 -4.780 11.339
O 0.514 0.861 -2.091 -0.022 -0.457 1.250
O 0.893 -0.901 0.201 0.552 -0.513 -0.514
F -1.468 0.005 -2.347 0.036 -0.184 0.695
H -1.184 -0.875 1.418 0.202 -1.947 3.520
H -2.347 -0.368 0.238 -0.898 -0.230 0.027
H -1.137 0.707 0.718 0.371 1.991 0.982
H -0.649 -1.713 -0.893 -0.197 -1.103 0.010
H 2.457 1.307 -0.017 0.812 -1.517 -0.517
H 0.935 -0.634 1.137 -0.644 -0.117 -0.623
```
Positions in Å, forces in eV/Å.

Output
- Multiplicity: 3
- E_tot: -460.85674 hartree
- Expectation value of S²: 2.003
- LUMO level (spin up / spin down): 0.79 / -4.28 eV
- Total charge: 0
- HOMO-LUMO gap (spin up / spin down): 0.2829 / 0.2527 hartree

Results of the Löwdin charge analysis, in e, for atoms 1 through 4: C -0.081; C 0.007; C -0.377; C -0.325

# 2
C31H21AsCl5CoO4S2 as an isolated structure, computed with ωB97M-V/def2-TZVPD.

```
65
Properties=species:S:1:pos:R:3:forces:R:3
Co -0.412 -0.259 0.010 -0.231 -0.135 -0.192
S -0.892 1.466 1.447 0.288 0.075 0.031
C 0.190 1.470 2.859 -0.090 -0.063 0.015
C -0.402 1.518 4.125 0.006 -0.009 0.030
C 0.366 1.522 5.277 0.010 0.010 -0.030
C 1.751 1.470 5.194 0.002 0.008 0.018
C 2.354 1.426 3.946 0.019 0.086 0.030
C 1.593 1.443 2.782 -0.161 -0.113 -0.106
As 2.363 1.382 0.994 -0.005 0.216 -0.161
C 4.248 1.715 1.422 0.026 -0.040 0.184
C 5.227 0.741 1.584 0.031 0.009 0.081
C 6.544 1.097 1.848 -0.021 -0.010 -0.006
C 6.898 2.433 1.964 -0.022 -0.007 0.000
C 5.927 3.414 1.807 0.013 0.011 0.004
C 4.617 3.056 1.530 0.063 -0.010 -0.018
C 2.421 -0.566 0.802 0.086 0.156 -0.117
C 3.174 -1.082 -0.259 -0.050 -0.001 0.010
C 3.185 -2.436 -0.518 0.014 -0.068 0.062
C 2.411 -3.301 0.258 0.088 0.026 0.004
C 1.647 -2.799 1.291 0.009 0.056 0.060
C 1.660 -1.430 1.576 -0.028 -0.096 0.005
H -1.482 1.536 4.189 -0.005 -0.001 -0.004
H -0.122 1.556 6.244 0.001 -0.002 0.011
H 2.357 1.461 6.091 0.000 0.000 0.001
H 3.435 1.390 3.877 -0.005 -0.015 -0.013
H 4.963 -0.307 1.515 -0.003 -0.005 -0.011
H 7.294 0.324 1.968 0.009 -0.001 0.004
H 7.924 2.709 2.172 0.008 0.007 -0.003
H 6.194 4.460 1.892 0.002 0.004 0.001
H 3.871 3.832 1.392 -0.023 -0.018 -0.007
H 3.734 -0.407 -0.899 0.006 -0.003 0.013
H 3.766 -2.822 -1.347 -0.008 -0.016 -0.008
H 2.392 -4.359 0.031 -0.007 -0.005 -0.006
H 1.018 -3.455 1.877 -0.016 -0.006 -0.005
H 1.072 -1.050 2.405 0.005 -0.020 -0.013
Cl 2.939 -1.288 -6.796 -0.012 0.029 0.061
C 2.286 -0.903 -5.240 -0.029 -0.021 0.023
C 1.629 -1.876 -4.486 0.040 -0.066 -0.112
Cl 1.478 -3.486 -5.112 0.026 0.117 0.064
C 1.097 -1.571 -3.246 -0.001 -0.061 0.078
Cl 0.308 -2.758 -2.283 -0.079 -0.029 -0.188
C 1.175 -0.268 -2.696 0.160 -0.282 -0.264
O 0.700 0.026 -1.556 -0.245 0.371 0.593
C 1.863 0.691 -3.476 -0.037 0.207 0.068
Cl 1.996 2.279 -2.806 0.024 -0.090 -0.078
C 2.401 0.383 -4.714 0.076 -0.041 -0.152
Cl 3.233 1.601 -5.622 -0.056 -0.046 0.060
C -8.088 -1.564 1.803 -0.025 -0.001 0.032
C -6.654 -1.716 1.371 -0.002 0.033 -0.011
C -6.158 -2.943 0.953 0.009 -0.061 0.009
C -4.846 -3.076 0.518 -0.009 0.016 0.061
C -4.019 -1.968 0.515 -0.196 0.186 -0.119
C -4.493 -0.728 0.931 0.058 -0.033 0.113
C -5.801 -0.612 1.360 -0.005 0.002 0.023
S -2.382 -2.084 -0.124 0.350 0.216 0.197
O -2.275 -3.362 -0.770 -0.143 -0.050 0.009
O -1.447 -1.876 1.015 0.129 -0.216 -0.197
O -2.194 -0.887 -0.985 -0.083 -0.195 -0.065
H -8.589 -2.529 1.855 0.004 -0.005 -0.007
H -8.640 -0.936 1.101 0.004 -0.002 -0.007
H -8.160 -1.093 2.784 0.022 0.005 0.002
H -6.809 -3.810 0.958 -0.006 -0.002 -0.008
H -4.462 -4.025 0.172 0.009 0.002 -0.025
H -3.833 0.131 0.923 0.015 -0.007 -0.019
H -6.170 0.353 1.688 -0.010 0.004 -0.006
```
Positions in Å, forces in eV/Å.

Output
- Multiplicity: 4
- E_tot: -8210.92027 hartree
- Expectation value of S²: 3.758
- LUMO level (spin up / spin down): 2.44 / 2.44 eV
- Total charge: -1
- HOMO-LUMO gap (spin up / spin down): 0.2832 / 0.2819 hartree

Results of the Löwdin charge analysis, in e, for atoms 1 through 4: Co 0.514; S 0.592; C -0.686; C -0.138

# 3
C19H21O6OsS3 as an isolated structure, computed with ωB97M-V/def2-TZVPD.

```
50
Properties=species:S:1:pos:R:3:forces:R:3
Os 1.440 -0.411 0.162 -0.328 0.137 0.175
O 1.325 -0.817 4.263 -0.054 -0.033 -0.072
C 1.172 -0.227 3.205 -0.031 0.064 0.146
O 0.733 -0.769 2.122 0.345 0.048 -0.309
C 1.375 1.287 3.222 -0.031 0.001 -0.046
C 1.147 1.904 4.451 0.010 0.032 0.026
C 1.222 3.277 4.608 0.001 0.001 -0.010
C 1.546 4.078 3.523 0.012 -0.054 -0.020
C 1.795 3.487 2.297 0.004 0.062 0.048
C 1.709 2.103 2.138 0.050 -0.077 -0.010
S 2.114 1.579 0.488 -0.096 0.089 -0.036
H 0.910 1.258 5.285 -0.002 -0.001 -0.001
H 1.029 3.722 5.577 -0.002 -0.004 0.000
H 1.611 5.154 3.628 -0.001 0.003 0.000
H 2.061 4.098 1.442 0.007 -0.008 -0.002
O 4.934 -0.259 -0.724 0.025 -0.055 0.036
S 3.916 -1.240 -0.976 0.227 0.017 -0.209
O 3.074 -1.441 0.360 -0.154 0.028 0.215
O 4.347 -2.522 -1.458 -0.114 -0.013 -0.011
S 2.343 -0.437 -2.039 0.000 0.040 0.103
C 0.764 -3.288 -0.495 -0.008 -0.116 0.117
C -0.643 -3.224 -1.077 0.044 0.003 -0.036
C -1.685 -3.371 0.035 -0.005 0.034 0.017
C -0.963 -2.018 -1.946 -0.035 -0.058 0.016
C -1.416 -2.246 -3.240 0.028 -0.004 -0.003
C -1.910 -1.219 -4.026 -0.009 0.007 -0.007
C -2.022 0.046 -3.476 0.023 -0.016 0.012
C -1.582 0.327 -2.185 -0.014 0.035 -0.055
C -1.951 1.678 -1.597 0.017 -0.001 -0.008
C -3.026 1.496 -0.521 0.006 -0.012 0.020
C -0.801 2.516 -1.053 -0.004 -0.012 0.004
C -0.964 -0.702 -1.458 -0.045 0.150 0.033
O -0.459 -0.456 -0.212 0.191 -0.386 -0.065
H 0.967 -4.291 -0.110 -0.015 -0.020 -0.061
H 0.855 -2.670 0.411 -0.015 0.054 -0.079
H 1.534 -3.054 -1.227 -0.002 0.050 0.046
H -0.741 -4.087 -1.743 -0.023 0.005 0.003
H -1.623 -2.527 0.724 0.004 -0.006 -0.005
H -1.503 -4.286 0.605 -0.010 -0.004 0.000
H -2.694 -3.413 -0.378 -0.007 -0.001 0.009
H -1.389 -3.258 -3.628 0.001 0.002 0.004
H -2.244 -1.411 -5.037 0.003 0.001 -0.001
H -2.478 0.844 -4.052 -0.003 0.002 -0.001
H -2.398 2.238 -2.425 -0.020 -0.002 0.011
H -2.620 0.932 0.322 -0.001 -0.001 -0.006
H -3.888 0.953 -0.913 -0.002 0.006 -0.002
H -3.365 2.466 -0.151 0.000 -0.001 0.004
H -0.454 2.113 -0.105 0.009 0.022 0.010
H -1.144 3.539 -0.874 0.009 0.003 -0.014
H 0.043 2.549 -1.743 0.011 -0.007 0.013
```
Positions in Å, forces in eV/Å.

Output
- E_tot: -2473.45097 hartree
- LUMO level: 1.60 eV
- Total charge: -1
- HOMO-LUMO gap: 0.2578 hartree

Results of the Löwdin charge analysis, in e, for atoms 1 through 4: Os 1.050; O 0.045; C -0.599; O -0.179

# 4
One molecule with the formula C3HCl2N in a non-equilibrium geometry, computed with ωB97M-V/def2-TZVPD.

```
7
Properties=species:S:1:pos:R:3:forces:R:3
Cl 1.798 0.569 -0.660 2.322 1.133 -0.781
C 0.551 -0.324 0.009 -1.565 -0.910 -1.208
Cl 0.963 -2.043 0.001 -0.554 0.508 0.630
C -0.108 0.706 1.126 0.073 0.089 1.330
N -0.857 1.347 0.294 0.208 0.530 0.138
C -0.757 0.128 -0.365 3.594 1.930 0.583
H -1.590 -0.382 -0.405 -4.078 -3.279 -0.693
```
Positions in Å, forces in eV/Å.

Output
- SMILES string: ClC1(Cl)C2=N[C@H]21
- E_tot: -1089.87489 hartree
- LUMO level: -0.40 eV
- Total charge: 0
- HOMO-LUMO gap: 0.3418 hartree

Results of the Löwdin charge analysis, in e, for atoms 1 through 4: Cl 0.723; C -1.243; Cl 0.624; C -0.026

Question: What is the E_tot in the fourth record?
Answer: -1089.87489 hartree